Entry 1:
Computed, not measured: C16H12Cl3O4PTaTe as an isolated structure, with ωB97M-V with the def2-TZVPD basis set.

Each line ends with the Mulliken charge.
Cartesian coordinates (Å):
Ta1 -0.5716 2.6752 -0.3945  1.369
O1 2.9579 2.3006 1.3878  -0.467
C1 1.7774 2.2277 1.3665  0.435
O2 0.9360 3.0548 0.6700  -0.600
C2 0.9746 1.1294 2.0525  -0.797
P1 -0.1744 0.4072 0.8107  0.381
C3 0.8152 -0.6302 -0.2770  0.826
C4 2.2000 -0.7340 -0.1768  -0.355
C5 2.8942 -1.5035 -1.1018  -0.746
C6 2.2123 -2.1566 -2.1172  -0.432
C7 0.8296 -2.0530 -2.2171  -0.781
C8 0.1291 -1.2908 -1.2995  -0.472
C9 -1.3819 -0.6258 1.6372  0.504
C10 -0.9211 -1.7679 2.2978  -0.379
C11 -1.8220 -2.5892 2.9499  -0.718
C12 -3.1781 -2.2834 2.9300  -0.446
C13 -3.6376 -1.1609 2.2598  -0.667
C14 -2.7397 -0.3256 1.6099  -0.001
H1 0.3437 1.5809 2.8229  0.434
H2 1.6444 0.4027 2.5078  0.503
H3 2.7469 -0.2240 0.6058  0.267
H4 3.9695 -1.5932 -1.0262  0.435
H5 2.7609 -2.7525 -2.8345  0.433
H6 0.3001 -2.5676 -3.0074  0.453
H7 -0.9504 -1.2120 -1.3726  0.385
H8 0.1341 -2.0160 2.2950  0.339
H9 -1.4720 -3.4705 3.4698  0.415
H10 -3.8802 -2.9318 3.4370  0.403
H11 -4.6949 -0.9350 2.2393  0.415
H12 -3.0948 0.5489 1.0824  0.077
Te1 -2.5824 3.4942 0.7053  -0.043
Cl1 0.1242 1.1228 -4.9157  -0.074
C15 0.8405 2.2854 -3.8326  0.642
Cl2 1.5516 3.6231 -4.6821  -0.066
Cl3 2.0293 1.4895 -2.7257  -0.018
C16 -0.1391 2.7493 -2.7569  0.446
O3 0.0824 3.8021 -2.0981  -0.591
O4 -1.0138 1.9295 -2.3016  -0.509

## Properties
- total charge = +1
- Kohn-Sham gap (eV) = 7.69
- highest occupied orbital energy (eV) = -12.38
- 2S+1 = 1

Entry 2:
Computed, not measured: the molecule C16H12ClN5O4, with ωB97M-V with the def2-TZVPD basis set.

Each line ends with the Mulliken charge.
Cartesian coordinates (Å):
C1 2.3126 1.4637 4.9389  -1.270
C2 2.1141 0.9980 3.4343  -0.308
C3 2.1206 -0.5300 3.2297  -0.751
N1 1.8775 -0.8992 1.8721  0.555
N2 2.3445 -0.0398 0.8258  -0.716
C4 1.9354 -0.2960 -0.4004  -0.002
N3 2.3373 0.6983 -1.3439  1.070
O1 3.5876 0.9583 -1.3696  -0.561
O2 1.4470 1.3119 -1.9346  -0.460
C5 1.0077 -1.4418 -0.8046  0.377
C6 0.4440 -1.5655 -2.1580  0.333
C7 1.3431 -1.2415 -3.2834  -0.355
N4 1.9531 -1.0569 -4.2022  -0.442
C8 -0.8206 -0.6971 -2.3096  0.304
N5 -1.9364 -1.1636 -2.7602  -0.640
C9 -2.8417 -0.1847 -2.7012  0.561
C10 -4.0665 -0.0871 -3.1246  -0.660
C11 -4.7398 1.1308 -2.8812  -0.413
C12 -4.2881 2.0981 -1.9832  -0.399
C13 -3.0453 1.8356 -1.3878  -0.719
C14 -2.3501 0.7064 -1.8391  0.573
O3 -1.0901 0.4352 -1.4729  -0.169
C15 0.6459 -2.3675 0.1795  0.032
Cl1 -0.3633 -3.8240 -0.0890  -0.123
C16 1.1355 -2.0372 1.5065  0.615
O4 0.7092 -2.7966 2.4041  -0.696
H1 1.4762 1.3340 5.5877  0.355
H2 2.6589 2.4475 5.0576  0.387
H3 3.0973 0.7967 5.3221  0.307
H4 1.1526 1.3136 3.1066  0.320
H5 2.8609 1.3850 2.8014  0.376
H6 1.3638 -0.9982 3.8488  0.325
H7 3.1704 -0.9437 3.5386  0.261
H8 0.1591 -2.6238 -2.3217  0.606
H9 -4.5344 -0.8554 -3.7598  0.397
H10 -5.7828 1.2577 -3.2881  0.286
H11 -4.8695 2.9901 -1.6066  0.329
H12 -2.5257 2.4886 -0.6318  0.317

## Properties
- total charge = 0
- structure (SMILES) = CCCn1nc([N+](=O)[O-])c([C@H](C#N)c2nc3ccccc3o2)c(Cl)c1=O
- Kohn-Sham gap (eV) = 7.86
- highest occupied orbital energy (eV) = -9.34
- 2S+1 = 1

Entry 3:
Computed, not measured: C16H12Co2NO6 as an isolated structure, with ωB97M-V with the def2-TZVPD basis set.

Each line ends with the Mulliken charge.
Cartesian coordinates (Å):
C1 -6.0693 0.2323 -1.8716  -1.320
C2 -4.5595 0.2478 -1.8649  0.691
C3 -3.8625 1.4599 -1.9706  -0.486
C4 -2.4569 1.4964 -1.8838  -0.286
C5 -1.7554 0.3332 -1.6122  0.263
N1 -0.2834 0.3702 -1.5531  -0.267
C6 -2.4083 -0.8930 -1.5553  -0.680
C7 -3.8087 -0.9303 -1.7114  -0.684
H1 -6.4551 -0.7922 -1.8320  0.333
H2 -6.4097 0.7486 -0.9656  0.293
H3 -6.5350 0.7466 -2.7259  0.317
H4 -4.4085 2.3920 -2.1434  0.331
H5 -1.9105 2.4206 -2.0860  0.368
H6 0.0334 -0.5933 -1.4717  0.306
H7 0.0136 0.6932 -2.5149  0.497
H8 -1.8033 -1.8073 -1.4951  0.294
H9 -4.3173 -1.8996 -1.7267  0.262
O1 6.1555 0.5158 -0.2943  -0.423
C8 5.3802 0.1355 0.4731  0.543
Co1 4.2948 -0.4837 1.7256  -0.191
C9 4.0899 -2.1232 0.9674  0.071
O2 4.0355 -3.1636 0.4675  -0.362
C10 5.7340 -0.5884 2.7510  0.227
O3 6.6605 -0.6569 3.4391  -0.416
C11 2.9004 0.8759 0.9518  -1.046
C12 1.5979 0.6960 0.5711  0.345
C13 0.5548 1.2997 -0.2584  -0.241
Co2 1.9412 -0.1964 2.1298  -0.019
C14 1.3489 -1.7037 1.4620  0.096
O4 0.9771 -2.6836 0.9649  -0.436
C15 0.7254 0.1452 3.4594  0.144
O5 -0.1080 0.5164 4.1786  -0.402
C16 3.2288 -0.9597 3.3120  0.492
O6 3.4448 -1.4754 4.3507  -0.543
H10 3.4452 1.8614 0.9717  0.398
H11 -0.3019 1.6864 0.3416  0.242
H12 0.8913 2.0773 -0.9799  0.287

## Properties
- total charge = -1
- Kohn-Sham gap (eV) = 4.49
- highest occupied orbital energy (eV) = -2.18
- 2S+1 = 1

Entry 4:
Computed, not measured: C16H12MoN3O4S5 as an isolated structure, with ωB97M-V with the def2-TZVPD basis set.

Each line ends with the Mulliken charge.
Cartesian coordinates (Å):
Mo1 0.0172 0.0074 0.3689  1.422
C1 -0.3698 -0.7700 3.8869  -1.006
C2 0.4914 0.3680 3.4667  0.406
N1 0.6925 0.7594 2.2119  0.119
C3 1.4773 1.9128 2.1414  -0.215
C4 1.8875 2.3649 3.3451  -0.313
S1 1.2729 1.3652 4.5887  -0.041
C5 1.7202 2.4282 0.8002  -0.116
C6 2.4108 3.5063 0.3704  -0.243
S2 2.3061 3.6279 -1.3343  -0.002
C7 1.3548 2.2425 -1.4230  0.534
N2 1.1239 1.7011 -0.2277  -0.123
C8 0.8147 1.6947 -2.6976  -1.234
H1 -0.3562 -1.5685 3.1479  0.225
H2 -1.4004 -0.4280 4.0048  0.276
H3 -0.0438 -1.1703 4.8450  0.444
H4 2.5092 3.2178 3.5663  0.450
H5 2.9638 4.2288 0.9492  0.465
H6 1.1185 2.3030 -3.5468  0.454
H7 -0.2765 1.6900 -2.6696  0.266
H8 1.1836 0.6811 -2.8717  0.328
S3 3.0771 -5.0075 -1.2562  0.009
C9 1.8705 -4.1429 -1.0805  0.675
S4 0.4899 -3.2733 -0.9492  0.038
S5 0.9400 -2.0957 0.7767  -0.152
O1 -4.3166 -0.4165 1.1773  -0.080
C10 -4.0922 0.5859 0.7316  0.438
O2 -1.6291 0.1381 0.5199  -0.835
C11 -4.1811 1.8922 0.2282  0.801
C12 -5.4850 2.4430 0.2581  -0.816
C13 -5.6660 3.7281 -0.2155  -0.581
C14 -4.5872 4.4572 -0.7096  -0.609
C15 -3.3256 3.8760 -0.7218  0.084
C16 -3.0898 2.6094 -0.2639  -0.274
N3 -2.1601 4.6302 -1.2463  0.981
O3 -1.0901 4.0374 -1.2503  -0.563
O4 -2.3512 5.7510 -1.6214  -0.514
H9 -6.3213 1.8729 0.6420  0.526
H10 -6.6539 4.1676 -0.2013  0.465
H11 -4.7164 5.4652 -1.0839  0.542
H12 -2.0947 2.2075 -0.2882  0.770

## Properties
- total charge = +3
- Kohn-Sham gap (spin up / spin down) (eV) = 6.65 / 6.64
- highest occupied orbital energy (spin up / spin down) (eV) = -17.22 / -17.22
- 2S+1 = 1

Entry 5:
Computed, not measured: C16H12N2O6Tl as an isolated structure, with ωB97M-V with the def2-TZVPD basis set.

Each line ends with the Mulliken charge.
Cartesian coordinates (Å):
O1 -0.0373 3.8783 -4.8106  0.008
C1 -0.0626 2.7536 -4.6226  0.110
Tl1 -0.0419 0.1247 -3.7309  1.211
O2 -0.0132 -2.2310 -6.9818  -0.013
C2 -0.0275 -1.5801 -6.0493  0.111
C3 0.0022 -2.7426 -2.8931  0.156
O3 -0.0035 -3.7421 -2.3475  -0.084
C4 -2.7560 -0.5804 -3.4636  0.176
O4 -3.7992 -0.7513 -3.0423  -0.045
C5 2.7580 -0.6038 -3.5012  0.165
O5 3.8257 -0.8694 -3.2086  -0.047
C6 1.0773 1.0003 3.3010  -1.196
N1 1.0650 0.9841 1.8513  0.042
N2 0.1340 0.3600 1.0907  0.484
C7 0.4337 0.5707 -0.2413  0.896
O6 -0.2440 0.0716 -1.1884  -0.597
C8 1.5995 1.3914 -0.2463  -1.097
C9 1.9614 1.6089 1.0608  0.560
C10 3.0947 2.3675 1.6346  -1.450
C11 -0.9331 -0.4477 1.5909  0.424
C12 -1.7985 0.0268 2.5825  -0.024
C13 -2.9135 -0.7304 2.9531  -0.779
C14 -3.1951 -1.9341 2.2966  -0.394
C15 -2.3224 -2.4077 1.3102  -0.843
C16 -1.1699 -1.6945 0.9945  -0.259
H1 2.0535 0.6549 3.6693  0.330
H2 0.2995 0.3521 3.7054  0.716
H3 0.9210 2.0274 3.6659  0.365
H4 2.0810 1.7363 -1.1426  0.418
H5 2.7631 3.2562 2.1943  0.361
H6 3.7237 1.7651 2.3086  0.382
H7 3.7340 2.7134 0.8138  0.373
H8 -1.5943 0.9814 3.0683  0.687
H9 -3.5674 -0.3720 3.7483  0.427
H10 -4.0901 -2.5063 2.5478  0.460
H11 -2.5225 -3.3435 0.7905  0.450
H12 -0.4352 -2.0878 0.2917  0.513

## Properties
- total charge = +3
- Kohn-Sham gap (spin up / spin down) (eV) = 4.56 / 5.02
- highest occupied orbital energy (spin up / spin down) (eV) = -18.89 / -18.30
- 2S+1 = 1

Entry 6:
Computed, not measured: C16H12N3O13V as an isolated structure, with ωB97M-V with the def2-TZVPD basis set.

Each line ends with the Löwdin spin population.
Cartesian coordinates (Å):
V1 0.7732 0.1654 0.1754  0.993
O1 0.5572 3.2194 2.6993  0.001
C1 0.5414 2.9563 1.4288  0.002
O2 0.0085 1.9468 0.9636  0.009
C2 1.2048 4.0173 0.5846  0.000
O3 1.1861 3.6971 -0.7760  0.000
C3 2.4229 3.4028 -1.3823  0.000
C4 2.7922 1.9258 -1.3795  0.000
O4 3.6733 1.4832 -2.0555  -0.004
O5 2.1003 1.1697 -0.5114  -0.013
H1 0.2336 2.4483 3.2227  0.000
H2 0.6430 4.9424 0.7504  0.000
H3 2.2132 4.1801 0.9772  0.000
H4 2.3616 3.7150 -2.4236  0.000
H5 3.2505 3.9537 -0.9234  0.000
O6 -0.0330 0.6610 3.7142  0.009
C5 -0.1710 -0.0083 2.7254  0.005
O7 0.8554 -0.3204 1.9033  0.010
C6 -1.4706 -0.6097 2.3009  -0.001
C7 -2.3925 -0.9663 3.2707  0.000
C8 -3.5808 -1.5501 2.8825  0.000
C9 -3.8818 -1.7842 1.5571  0.000
C10 -2.9595 -1.4206 0.5968  0.000
C11 -1.7544 -0.8058 0.9413  -0.001
O8 -0.9196 -0.3344 0.0001  -0.021
N1 -3.2901 -1.7041 -0.8074  0.000
O9 -2.3649 -1.9316 -1.5696  -0.001
O10 -4.4587 -1.7405 -1.1032  0.000
N2 -4.5631 -1.9394 3.9151  0.000
O11 -5.5814 -2.4681 3.5303  0.000
O12 -4.2582 -1.7246 5.0666  0.000
H6 -2.1833 -0.7946 4.3177  0.000
H7 -4.8198 -2.2410 1.2745  0.000
O13 1.5371 -1.4665 -0.4006  0.008
N3 1.7582 -1.6095 -1.7326  0.007
C12 3.0127 -1.4570 -2.1772  -0.001
C13 3.2768 -1.6454 -3.5151  0.000
C14 2.2417 -1.9889 -4.3713  -0.002
C15 0.9547 -2.1386 -3.8691  0.001
C16 0.7271 -1.9472 -2.5266  0.000
H8 3.7430 -1.1763 -1.4354  0.000
H9 4.2875 -1.5123 -3.8706  0.000
H10 2.4349 -2.1401 -5.4242  0.000
H11 0.1249 -2.4084 -4.5055  0.000
H12 -0.2330 -2.0506 -2.0385  0.000

## Properties
- total charge = +1
- Kohn-Sham gap (spin up / spin down) (eV) = 7.74 / 8.38
- highest occupied orbital energy (spin up / spin down) (eV) = -13.06 / -13.11
- 2S+1 = 2

Entry 7:
Computed, not measured: C16H13BrN4PbS2Te as an isolated structure, with ωB97M-V with the def2-TZVPD basis set.

Each line ends with the Mulliken charge.
Cartesian coordinates (Å):
Pb1 0.7072 -0.3388 -0.6830  0.700
Te1 2.4778 1.4545 -2.0478  -0.042
C1 0.7610 2.3765 -2.8734  -0.353
C2 0.3549 3.6262 -2.4120  -0.340
C3 -0.7885 4.2223 -2.9225  -0.470
C4 -1.5456 3.5742 -3.8890  -0.421
C5 -1.1489 2.3280 -4.3493  -0.463
C6 0.0025 1.7331 -3.8483  -0.196
H1 0.9272 4.1265 -1.6413  0.380
H2 -1.0947 5.1935 -2.5548  0.367
H3 -2.4412 4.0390 -4.2803  0.378
H4 -1.7325 1.8157 -5.1042  0.368
H5 0.3171 0.7667 -4.2236  0.476
S1 -0.8971 1.6670 0.3941  -0.408
C7 0.3496 2.4915 1.1339  0.534
N1 1.2225 3.0503 1.6581  -0.724
Br1 -1.3300 -2.4791 -3.0812  -0.199
C8 -1.9294 -3.3248 -1.4839  0.327
C9 -2.4635 -4.6025 -1.5672  -0.435
C10 -2.8904 -5.1820 -0.3860  -0.267
C11 -2.7671 -4.4725 0.8009  -0.491
C12 -2.2185 -3.2040 0.7545  -0.256
N2 -1.8031 -2.6314 -0.3777  -0.186
H6 -2.5363 -5.1108 -2.5167  0.376
H7 -3.3145 -6.1773 -0.3934  0.373
H8 -3.0892 -4.8926 1.7430  0.378
H9 -2.1024 -2.6112 1.6539  0.368
S2 2.7764 -1.1935 1.1076  -0.456
C13 2.7232 -0.5355 2.6656  0.388
N3 2.4403 0.7864 2.8412  0.034
C14 2.3708 1.3743 4.0445  0.100
C15 2.6327 0.6338 5.1590  -0.678
C16 2.9495 -0.7137 4.9367  0.066
N4 2.9874 -1.2852 3.7532  -0.516
H10 2.2217 1.3751 2.0341  0.051
H11 2.0991 2.4204 4.0298  0.459
H12 2.5947 1.0607 6.1479  0.382
H13 3.1773 -1.3605 5.7778  0.396

## Properties
- total charge = 0
- Kohn-Sham gap (eV) = 6.85
- highest occupied orbital energy (eV) = -7.45
- 2S+1 = 1

Entry 8:
Computed, not measured: the molecule C16H13ClN4O4S, with ωB97M-V with the def2-TZVPD basis set.

Each line ends with the Mulliken charge.
Cartesian coordinates (Å):
N1 -4.9646 4.4249 2.3355  -0.472
C1 -4.7336 3.3499 1.8385  0.098
C2 -4.4577 2.1180 1.2514  0.444
C3 -5.6037 1.3866 0.7520  -0.326
N2 -5.3840 0.3040 -0.0780  -0.594
C4 -4.0788 -0.1155 -0.2232  -0.137
C5 -2.9721 0.4815 0.4820  0.496
N3 -1.6579 0.0847 0.4476  0.175
C6 -0.6694 1.1337 0.0934  -1.246
C7 0.5638 0.4284 -0.4210  0.181
S1 2.0297 1.2231 0.1143  1.348
O1 2.1721 1.2345 1.5992  -0.622
O2 1.8151 2.6335 -0.4100  -0.685
C8 3.4826 0.2993 -0.5305  -0.069
C9 4.0521 0.7479 -1.6855  -0.381
C10 5.1008 -0.0619 -2.2803  -0.668
C11 5.6593 -1.1019 -1.5217  -0.470
C12 5.0342 -1.5499 -0.3821  -0.631
C13 3.9447 -0.8374 0.1056  0.573
Cl1 3.3637 -1.4500 1.5272  -0.137
C14 0.2509 -0.9272 0.2428  -1.557
C15 -1.1960 -1.2639 0.1219  0.167
C16 -1.6868 -2.4193 0.9362  0.212
O3 -0.8769 -2.9410 1.6911  -0.558
O4 -2.7267 -3.1533 0.3809  -0.447
N4 -3.1231 1.6699 1.0669  -0.404
H1 -6.6215 1.8908 0.8956  0.350
H2 -3.9126 -1.0173 -0.8900  0.361
H3 -0.5404 1.7015 0.9431  0.503
H4 -1.0964 1.7622 -0.6188  0.376
H5 0.4956 0.3478 -1.4513  0.654
H6 3.7021 1.6446 -2.1561  0.499
H7 5.6071 0.2297 -3.2155  0.336
H8 6.5351 -1.5266 -1.8304  0.479
H9 5.3377 -2.5488 0.0027  0.335
H10 0.5028 -0.7879 1.2548  0.522
H11 0.7875 -1.7200 -0.1800  0.640
H12 -1.4153 -1.5623 -0.9291  0.286
H13 -2.7192 -4.1122 0.7204  0.369

## Properties
- total charge = 0
- structure (SMILES) = N#Cc1cncc(N2C[C@@H](S(=O)(=O)c3ccccc3Cl)C[C@H]2C(=O)O)n1
- Kohn-Sham gap (eV) = 8.30
- highest occupied orbital energy (eV) = -9.08
- 2S+1 = 1